Record 1
The following is a quantum chemistry calculation of 3 unconnected molecules or ions with the total composition CH8O3, from OMol25.

Output
Total energy in Eh: -268.55997
Total charge: 0
Kohn-Sham gap in eV: 11.5
Lowest unoccupied orbital energy in eV: 0.525
SMILES: CO.O.O
Multiplicity: 1
ΔE to the lowest compared entry with this formula, charge and spin in kcal per mole: 26.1

Geometry as XYZ:
```
12
Properties=species:S:1:pos:R:3:forces:R:3
C 1.0938 0.1888 -0.6199 0.038 0.743 -2.040
O 1.4274 1.3870 0.1793 -4.512 -0.419 -4.323
H 1.6831 -0.7386 -0.5332 0.515 0.724 0.813
H 0.0866 -0.1315 -0.3911 -0.415 0.268 -0.087
H 1.1872 0.3966 -1.7600 -0.407 0.116 1.994
H 2.0943 1.1087 0.6728 4.704 -1.433 3.656
O -1.8473 2.7763 -0.4550 1.010 0.354 2.054
H -1.8110 3.6369 0.0227 -0.347 -0.502 -0.884
H -1.3071 2.2700 0.2076 -0.587 0.142 -1.187
O -0.9301 -3.7641 0.5444 0.731 3.118 -1.334
H -0.6662 -2.8302 0.8337 -0.641 -2.284 -0.376
H -1.0106 -4.2998 1.2986 -0.087 -0.826 1.714
```
Positions in Å, forces in eV/Å.


Record 2
The following is a quantum chemistry calculation of C17H23NO3S in the gas phase, from OMol25.

Output
Total energy in Eh: -1340.28356
Total charge: 0
Kohn-Sham gap in eV: 8.3
Lowest unoccupied orbital energy in eV: -0.421
SMILES: C[C@H](OC(=O)/C=C/c1cccs1)C(=O)N[C@@H]1CCCC[C@H]1C
Multiplicity: 1
ΔE to the lowest compared entry with this formula, charge and spin in kcal per mole: 14.2

Geometry as XYZ:
```
45
Properties=species:S:1:pos:R:3:forces:R:3
C -0.3730 -3.4763 0.9346 0.215 0.158 -0.131
C -0.3233 -2.6642 -0.3561 -0.556 -0.329 0.165
O 0.9730 -2.1090 -0.6276 0.202 0.088 -0.186
C 1.6486 -1.3624 0.2482 -0.009 0.164 0.387
O 1.2338 -0.9995 1.3332 0.076 -0.112 -0.096
C 2.9698 -1.0265 -0.2823 0.465 0.294 0.185
C 3.8245 -0.2801 0.4383 -0.956 -0.468 -0.062
C 5.1358 0.1120 0.0375 0.962 0.363 -0.138
C 5.8187 -0.1486 -1.1286 -0.364 0.031 0.395
C 7.1045 0.4120 -1.1525 0.224 0.139 0.084
C 7.4008 1.0961 -0.0112 -0.221 0.031 0.264
S 6.1139 1.0696 1.1152 -0.063 -0.332 -0.626
C -1.4623 -1.6179 -0.4096 0.642 -0.333 0.043
O -2.3456 -1.7311 -1.2362 -0.303 -0.080 -0.335
N -1.3872 -0.6653 0.5261 0.110 0.368 0.464
C -2.3136 0.4532 0.6319 -0.417 -0.246 -0.449
C -3.7359 -0.0484 0.8954 0.018 0.216 0.240
C -4.6959 1.1245 1.0549 -0.060 -0.159 -0.220
C -4.6686 1.9975 -0.1946 0.065 0.215 0.252
C -3.2528 2.4987 -0.4579 -0.149 -0.293 -0.219
C -2.2745 1.3357 -0.6261 0.273 0.298 0.219
C -0.8610 1.8513 -0.8879 -0.251 -0.182 -0.063
H -1.3485 -3.9485 1.0139 -0.091 -0.067 -0.027
H 0.3941 -4.2483 0.9145 0.018 -0.083 0.009
H -0.2117 -2.8464 1.8050 -0.043 -0.059 0.020
H -0.4832 -3.3268 -1.2146 -0.050 0.263 0.221
H 3.2004 -1.4104 -1.2623 0.112 -0.011 -0.119
H 3.4965 0.0553 1.4147 -0.135 -0.024 0.063
H 5.4052 -0.7228 -1.9371 -0.113 -0.122 -0.148
H 7.7852 0.3150 -1.9791 0.129 0.001 -0.117
H 8.3063 1.6160 0.2319 0.200 0.094 0.007
H -0.5663 -0.6513 1.1224 -0.100 -0.136 -0.179
H -1.9773 1.0468 1.4896 0.003 0.009 -0.043
H -3.7378 -0.6669 1.7958 0.019 -0.060 -0.014
H -4.0456 -0.6695 0.0547 0.008 -0.041 0.028
H -5.7065 0.7506 1.2294 -0.014 0.031 0.090
H -4.4046 1.7215 1.9230 -0.044 0.054 0.082
H -5.3463 2.8455 -0.0744 -0.059 -0.016 -0.070
H -5.0092 1.4115 -1.0504 -0.069 -0.006 -0.073
H -3.2392 3.1145 -1.3596 0.068 0.081 0.014
H -2.9270 3.1244 0.3775 0.049 0.104 0.047
H -2.5918 0.7216 -1.4736 -0.037 -0.002 0.042
H -0.8492 2.4858 -1.7711 0.051 0.089 -0.084
H -0.1707 1.0270 -1.0540 0.123 -0.026 -0.027
H -0.5027 2.4344 -0.0408 0.074 0.095 0.104
```
Positions in Å, forces in eV/Å.


Record 3
The following is a quantum chemistry calculation of a molecular structure, C41H37F5OP2Sr, from OMol25.

Output
Total energy in Eh: -2872.36969
Total charge: 0
Kohn-Sham gap in eV: 5.9
Lowest unoccupied orbital energy in eV: -0.378
Multiplicity: 1
ΔE to the lowest compared entry with this formula, charge and spin in kcal per mole: 0.0

Geometry as XYZ:
```
87
Properties=species:S:1:pos:R:3:forces:R:3
Sr -0.0251 -0.5298 2.3436 0.372 0.168 1.324
C -1.6736 0.7919 -4.3219 -0.259 -0.053 0.086
C -1.7319 -0.5286 -4.1188 -0.609 0.567 -0.272
C -0.9623 -1.5697 -4.8865 -0.007 -0.240 -0.174
C 0.4641 -1.1863 -5.3542 -0.318 -0.285 0.017
C 1.2862 -0.3672 -4.4108 0.586 0.560 -0.117
C 1.3503 0.9691 -4.4186 0.693 -0.525 -0.660
C 0.4972 1.8769 -5.2420 -0.571 0.439 -0.044
C -0.9671 1.4217 -5.4933 0.451 -0.033 -0.175
C 2.0480 0.4852 3.5892 -0.406 -0.367 -0.419
H -2.2105 1.4902 -3.6628 0.054 -0.494 -0.205
H -2.4557 -0.9227 -3.3914 0.427 0.279 -0.026
H -1.5050 -1.8789 -5.7944 -0.083 -0.014 0.305
H -0.9049 -2.4634 -4.2475 0.039 0.094 -0.190
H 1.0130 -2.1284 -5.5189 -0.214 0.335 -0.166
H 0.4013 -0.6555 -6.3119 0.108 -0.313 0.182
H 1.9817 -0.9462 -3.8056 0.053 0.307 -0.171
H 2.2042 1.4961 -3.9811 -0.498 -0.432 0.169
H 0.9551 2.0412 -6.2315 0.039 0.064 0.264
H 0.4838 2.8586 -4.7351 -0.025 -0.287 -0.242
H -1.5233 2.3160 -5.8080 0.032 -0.317 -0.010
H -0.9684 0.7081 -6.3336 -0.199 0.441 0.275
H 1.6571 1.4266 4.0003 0.240 0.016 0.090
H 3.0518 0.6224 3.1684 -0.028 0.040 0.262
H 2.0928 -0.2527 4.4068 0.203 0.217 0.027
P -1.6069 -0.5360 -0.2151 0.799 0.834 2.572
P 1.8744 0.0288 0.1236 -0.630 0.127 2.466
C -0.3271 -0.8810 -1.3857 1.568 -0.329 -1.277
C 1.0262 -0.6853 -1.2425 -1.337 -0.698 -1.265
C -2.4513 -2.0678 0.2544 -0.459 -0.514 -0.654
C -2.7168 -3.0685 -0.6977 -0.286 -0.279 0.600
C -3.3702 -4.2466 -0.3124 0.096 0.114 0.346
C -3.7328 -4.4437 1.0291 0.120 0.285 -0.056
C -3.4419 -3.4601 1.9879 -0.078 -0.207 -0.240
C -2.8143 -2.2779 1.6058 0.114 0.334 -0.328
C -2.7524 0.8263 -0.4419 -0.765 0.636 -0.705
C -2.2559 2.1518 -0.3693 -0.458 -0.496 0.078
C -3.1408 3.2275 -0.3527 -0.077 0.011 -0.135
C -4.5230 3.0210 -0.4438 0.162 -0.495 -0.002
C -5.0158 1.7113 -0.5259 0.137 0.268 0.065
C -4.1438 0.6171 -0.5274 0.379 0.438 0.075
C 3.3308 -1.0178 0.4460 0.303 -0.068 -0.362
C 3.1278 -2.2997 1.0063 0.414 0.501 -0.139
C 4.2236 -3.0635 1.4042 0.043 0.195 -0.209
C 5.5194 -2.5634 1.2241 0.029 0.219 -0.121
C 5.7301 -1.2994 0.6549 -0.414 -0.257 0.118
C 4.6336 -0.5248 0.2651 -0.187 -0.437 0.266
C 2.3839 1.7272 -0.1595 0.219 0.239 -0.626
C 2.5436 2.5992 0.9315 0.108 -0.281 -0.143
C 2.9987 3.8951 0.7076 0.002 -0.085 -0.542
C 3.2673 4.3212 -0.6053 -0.109 -0.138 0.249
C 3.0703 3.4632 -1.6928 -0.085 0.050 0.111
C 2.6235 2.1622 -1.4674 0.237 0.296 0.483
H -0.6854 -1.3657 -2.2942 0.623 -0.071 0.125
H 1.7160 -1.1104 -1.9756 -0.662 -0.103 -0.071
H -2.4217 -2.9292 -1.7361 -0.093 -0.006 0.166
H -3.5971 -5.0161 -1.0519 0.081 0.232 0.194
H -4.2508 -5.3589 1.3344 0.253 0.352 -0.163
H -3.7070 -3.6099 3.0376 0.049 0.029 -0.388
H -2.6419 -1.4882 2.3581 -0.147 -0.376 -0.355
H -1.1839 2.3248 -0.2836 -0.163 -0.028 0.010
H -2.7538 4.2441 -0.2487 -0.083 -0.348 -0.091
H -5.2098 3.8714 -0.4405 0.250 -0.326 0.042
H -6.0942 1.5478 -0.5697 0.327 -0.007 -0.027
H -4.5421 -0.3950 -0.5594 0.076 0.167 -0.036
H 2.1183 -2.6966 1.1448 0.230 0.148 -0.039
H 4.0650 -4.0438 1.8592 0.098 0.315 -0.163
H 6.3786 -3.1629 1.5276 -0.252 0.160 -0.036
H 6.7381 -0.9073 0.5236 -0.222 -0.169 0.051
H 4.7790 0.4701 -0.1540 -0.010 -0.215 0.089
H 2.3482 2.2263 1.9385 0.008 0.131 -0.242
H 3.1447 4.5629 1.5558 -0.021 -0.106 -0.268
H 3.6303 5.3342 -0.7700 -0.078 -0.204 -0.012
H 3.2669 3.7999 -2.7147 -0.038 -0.042 0.368
H 2.4702 1.4630 -2.2799 0.113 0.196 0.237
F -0.6738 -0.5586 9.2634 -0.024 0.161 -0.128
C -0.8364 -0.2717 7.9594 0.061 -0.250 -0.566
C -1.4645 0.9115 7.5491 0.308 -0.225 0.417
F -1.8373 1.7968 8.4977 0.070 -0.287 -0.461
C -1.6540 1.1772 6.2063 0.341 -0.544 -0.447
F -2.1513 2.3628 5.8114 -0.086 -0.302 0.181
C -1.2696 0.2357 5.1998 0.116 0.004 -0.023
O -1.4821 0.4219 3.9357 -0.100 0.022 0.014
C -0.5891 -0.9190 5.6600 -0.208 0.227 -0.227
F -0.1088 -1.8291 4.7171 -0.511 0.624 0.505
C -0.3789 -1.1761 6.9936 -0.005 0.066 0.576
F 0.2594 -2.3034 7.3640 -0.226 0.345 0.014
```
Positions in Å, forces in eV/Å.


Record 4
The following is a quantum chemistry calculation of C3H8OSi in the gas phase, from OMol25.

Output
Total energy in Eh: -483.77044
Total charge: 0
Kohn-Sham gap in eV: 9.8
Lowest unoccupied orbital energy in eV: 0.656
SMILES: CC1(C)O[SiH2]1
Multiplicity: 1
ΔE to the lowest compared entry with this formula, charge and spin in kcal per mole: 45.3

Geometry as XYZ:
```
13
Properties=species:S:1:pos:R:3:forces:R:3
C -0.6018 -1.3701 0.1583 -0.657 1.597 -0.205
C 0.1916 -0.1122 0.2145 -1.671 3.473 -0.462
C -0.6168 1.2668 0.3807 0.882 -2.104 2.098
O 1.2345 -0.0096 1.1366 1.462 -1.070 1.582
Si 1.9243 0.0483 -0.3867 0.504 -0.504 0.353
H -0.1099 -2.0598 0.7140 1.459 -2.187 2.166
H -0.5478 -1.7850 -0.7948 -0.508 -0.511 -1.916
H -1.6168 -1.3057 0.5124 -0.404 0.248 0.057
H -0.0877 2.1100 0.0668 1.308 1.200 -0.509
H -0.9461 1.5024 1.4454 0.660 -0.857 -1.023
H -1.4697 1.2545 -0.1773 -2.530 -0.177 -1.677
H 2.8318 -1.1866 -0.6943 -0.746 1.236 0.061
H 2.4389 1.4331 -0.5035 0.242 -0.344 -0.525
```
Positions in Å, forces in eV/Å.


Record 5
The following is a quantum chemistry calculation of 2 unconnected molecules or ions with the total composition CCl3F2P, from OMol25.

Output
Total energy in Eh: -1959.74145
Total charge: 0
Kohn-Sham gap in eV: 8.4
Lowest unoccupied orbital energy in eV: -0.878
Multiplicity: 1
ΔE to the lowest compared entry with this formula, charge and spin in kcal per mole: 50.9

Geometry as XYZ:
```
7
Properties=species:S:1:pos:R:3:forces:R:3
C -0.9187 -1.0565 -2.0544 0.235 0.655 -1.084
F 2.1333 0.9520 0.3685 0.016 -0.433 1.682
F -0.0121 0.2319 0.5827 1.094 0.120 2.091
P 1.2887 0.3352 1.6245 -1.083 0.910 -3.426
Cl 0.7539 2.0424 2.5888 0.119 -0.139 -0.066
Cl -0.7149 -2.0266 -0.7013 -0.940 -0.453 -0.019
Cl -2.5302 -0.4784 -2.4088 0.559 -0.660 0.822
```
Positions in Å, forces in eV/Å.


Record 6
The following is a quantum chemistry calculation of a molecular structure, C26H40N8OS2SiTi, from OMol25.

Output
Total energy in Eh: -3463.58314
Total charge: 0
Kohn-Sham gap (alpha / beta) in eV: 6.4 / 6.4
Lowest unoccupied orbital energy (alpha / beta) in eV: 0.190 / 0.189
Multiplicity: 1

Geometry as XYZ:
```
79
Properties=species:S:1:pos:R:3:forces:R:3
Ti -0.3639 0.1009 0.1959 -1.195 -0.033 1.603
C 2.8625 -1.8337 1.4404 0.061 -0.077 -0.034
C 2.2599 -0.7232 2.2481 -0.024 -0.008 0.042
C 2.7463 -0.4052 3.5064 0.019 -0.010 -0.061
C 2.1574 0.6485 4.1973 -0.037 0.047 0.030
C 1.1361 1.3774 3.6274 0.062 -0.014 0.070
C 0.7070 1.0282 2.3391 -0.118 0.279 -0.324
N 1.2558 -0.0404 1.7044 0.159 0.020 0.044
N -0.2462 1.6315 1.5719 0.400 -0.359 -0.060
Si -0.9315 3.2060 1.8328 0.200 -0.253 -0.062
C 0.4415 4.4015 2.2760 0.025 0.198 0.085
C -1.7340 3.7708 0.2571 -0.044 0.000 -0.143
C -2.1996 3.2007 3.2068 -0.121 0.049 0.177
H 3.9514 -1.7704 1.4643 -0.006 -0.013 0.027
H 2.5427 -1.7649 0.4032 -0.015 0.049 -0.014
H 2.5802 -2.8128 1.8347 -0.046 0.022 0.011
H 3.5683 -0.9707 3.9235 -0.003 0.029 0.019
H 2.5085 0.9096 5.1886 0.012 -0.013 -0.007
H 0.6789 2.2058 4.1493 -0.015 -0.008 -0.011
H 1.3720 4.1454 1.7647 -0.025 -0.010 -0.022
H 0.6459 4.4411 3.3480 0.018 -0.008 -0.018
H 0.1533 5.4102 1.9633 0.035 -0.014 0.031
H -0.9857 3.9178 -0.5256 -0.028 -0.017 0.000
H -2.2635 4.7148 0.4154 0.004 -0.025 -0.011
H -2.4427 3.0113 -0.0800 0.001 0.040 -0.030
H -1.9126 2.5292 4.0203 0.009 0.019 -0.010
H -3.1830 2.8887 2.8476 0.019 -0.012 -0.011
H -2.3075 4.2055 3.6267 -0.025 -0.033 -0.003
O -0.8627 1.0171 -1.3778 -0.190 0.165 -0.406
C -1.1606 0.8359 -2.6355 0.122 0.049 0.091
C -1.7415 1.8724 -3.3892 0.069 -0.119 0.034
C -2.0470 1.6791 -4.7162 -0.060 0.061 -0.180
C -1.7857 0.4607 -5.3511 0.061 -0.012 0.169
C -1.2120 -0.5588 -4.6192 -0.055 0.124 -0.146
C -0.8927 -0.3898 -3.2687 0.315 -0.634 0.236
C -0.3113 -1.5081 -2.4938 -0.329 0.508 -0.345
N -0.0490 -1.5537 -1.1911 0.215 -0.245 -0.421
C 0.3886 -2.8369 -0.9149 -0.004 0.135 0.072
C 0.4125 -3.5642 -2.0557 -0.028 0.095 -0.094
N -0.0372 -2.7101 -3.0461 0.084 -0.117 0.085
H -1.9360 2.8103 -2.8859 -0.014 0.003 -0.005
H -2.5002 2.4854 -5.2809 0.007 -0.003 0.017
H -2.0314 0.3119 -6.3931 -0.013 0.025 -0.004
H -1.0218 -1.4984 -5.1261 0.009 -0.015 0.042
H 0.6009 -3.1279 0.0977 0.021 -0.046 -0.004
H 0.6740 -4.5878 -2.2541 -0.006 0.006 0.013
H -0.1585 -2.9381 -4.0155 0.000 -0.036 0.001
C 4.2777 1.6242 -5.9658 0.112 0.023 -0.046
C 3.0518 1.3191 -5.1263 -0.118 0.085 0.142
N 3.2845 1.5025 -3.6921 0.125 -0.135 0.014
C 2.8749 0.6521 -2.7185 -0.229 -0.306 -0.167
S 2.3877 1.1880 -1.2178 0.133 0.219 0.139
N 2.8423 -0.6835 -3.0135 0.016 0.116 -0.025
C 3.8825 -1.3940 -3.7605 -0.088 0.082 0.008
C 4.6184 -2.3598 -2.8476 0.039 -0.100 0.025
H 4.0565 1.4797 -7.0244 0.001 -0.002 0.017
H 5.1186 0.9831 -5.6972 -0.036 -0.029 -0.002
H 4.6021 2.6578 -5.8337 -0.042 -0.005 0.028
H 2.7009 0.3049 -5.2885 0.025 -0.101 0.000
H 2.2250 1.9730 -5.4203 0.010 -0.001 -0.018
H 3.2933 2.4574 -3.3693 -0.027 0.027 0.003
H 2.4716 -1.2023 -2.2294 0.018 -0.031 0.017
H 4.5753 -0.6616 -4.1679 0.039 0.061 0.001
H 3.4420 -1.9275 -4.6076 -0.009 -0.011 -0.002
H 5.0626 -1.8300 -2.0041 0.011 0.017 -0.023
H 5.4101 -2.8798 -3.3884 -0.007 0.019 -0.008
H 3.9391 -3.1174 -2.4488 -0.026 0.033 -0.009
S -1.4333 -1.5028 1.7685 0.212 0.241 -0.498
C -2.3251 -0.5929 0.5695 -0.235 0.138 -0.248
N -3.1532 -1.2505 -0.4143 0.274 -0.083 0.207
C -4.0889 -0.2772 -0.9479 -0.091 0.031 -0.029
C -4.4168 0.5034 0.3178 -0.028 0.016 -0.066
N -3.1088 0.5657 0.9550 0.355 -0.052 0.075
H -2.6353 -1.8037 -1.0779 0.002 0.045 -0.094
H -4.9643 -0.7691 -1.3741 0.003 0.003 0.015
H -3.6611 0.3938 -1.7048 0.058 -0.020 0.020
H -5.1574 -0.0482 0.9089 0.031 0.002 0.042
H -4.8030 1.5031 0.1094 0.000 -0.013 -0.016
H -3.1007 0.7093 1.9538 -0.052 -0.054 0.027
```
Positions in Å, forces in eV/Å.